82
Properties=species:S:1:pos:R:3 method="wB97M-V/def2-TZVPD" e_homo_ev=-15.6 gap_ev=7.29 total_charge=+3 fmax_ev_per_a=0.57 total_energy_ev=-200307.5686 spin_multiplicity=1
Hf 0.6545 -0.4202 -0.2160
C 0.5505 0.9704 4.5062
N 1.7234 1.3372 3.7108
C 2.6515 2.3155 4.2864
C 1.8961 0.7872 2.5169
N 0.9975 0.0301 1.9185
N 3.1321 1.0127 1.9257
C 3.5528 0.8014 0.6341
N 4.8329 1.1034 0.4130
N 2.7476 0.3632 -0.3034
H 0.6831 1.3409 5.5171
H 0.4442 -0.1139 4.5686
H -0.3651 1.4078 4.1003
H 2.0978 2.9662 4.9564
H 3.0851 2.9501 3.5150
H 3.4436 1.8359 4.8667
H 0.1680 -0.0678 2.4928
H 3.8490 1.3152 2.5660
H 5.4549 1.4463 1.1277
H 5.2468 0.9675 -0.4950
H 3.2230 0.3315 -1.1980
Se 0.2431 -0.5931 -2.7912
P -1.5039 -1.7345 -2.0160
Se -1.7040 -1.4053 0.1993
C -1.2284 -3.5037 -2.2746
C -0.5832 -3.9220 -3.4379
C -0.4359 -5.2788 -3.6778
C -0.9240 -6.2059 -2.7648
C -1.5693 -5.7834 -1.6103
C -1.7246 -4.4297 -1.3580
C -3.0272 -1.1883 -2.8012
C -4.2127 -1.7805 -2.3603
C -5.4077 -1.4030 -2.9444
C -5.4186 -0.4391 -3.9467
C -4.2362 0.1457 -4.3790
C -3.0296 -0.2236 -3.8045
H -0.2236 -3.1962 -4.1571
H 0.0454 -5.6164 -4.5865
H -0.8117 -7.2639 -2.9627
H -1.9601 -6.5072 -0.9076
H -2.2291 -4.0974 -0.4599
H -4.1944 -2.5333 -1.5807
H -6.3316 -1.8632 -2.6216
H -6.3577 -0.1446 -4.3957
H -4.2503 0.8850 -5.1681
H -2.1029 0.2179 -4.1490
N 2.3401 -4.3598 -1.2034
C 2.2157 -3.0435 -1.3361
N 1.5908 -2.4851 -0.3049
C 1.3043 -3.5486 0.5758
C 0.7070 -3.5703 1.8353
C 0.5643 -4.7968 2.4510
C 1.0085 -5.9828 1.8480
C 1.6235 -5.9741 0.6150
C 1.7666 -4.7361 -0.0005
H 2.7838 -4.9819 -1.8622
H 2.5768 -2.5046 -2.1965
H 0.3732 -2.6659 2.3220
H 0.1053 -4.8474 3.4293
H 0.8796 -6.9193 2.3728
H 1.9828 -6.8847 0.1538
S -2.1284 5.7732 -0.0011
C -1.2982 4.2744 -0.1274
C -1.9862 3.1836 -0.6921
C -1.3774 1.9643 -0.7852
N -0.1131 1.7123 -0.3559
C 0.5640 2.7847 0.1151
C 0.0368 4.0411 0.2450
C -0.9027 6.8287 0.7747
C -0.7927 6.8635 2.1563
C 0.1629 7.7155 2.6979
N 0.9549 8.4816 1.9579
C 0.8155 8.4583 0.6388
C -0.1073 7.6434 -0.0123
H -2.9973 3.3102 -1.0567
H -1.9105 1.1453 -1.2429
H 1.6009 2.6156 0.3732
H 0.6524 4.8507 0.6116
H -1.4400 6.2751 2.7930
H 0.2873 7.7939 3.7724
H 1.4663 9.1162 0.0745
H -0.2006 7.6536 -1.0898

80
Properties=species:S:1:pos:R:3 method="wB97M-V/def2-TZVPD" s2=0.766 e_above_lowest_kj_mol=0.00 e_homo_ev="-9.4 / -9.4" gap_ev="4.72 / 4.74" total_charge=+1 fmax_ev_per_a=0.68 total_energy_ev=-100009.5212 spin_multiplicity=2
Cr -0.1298 -0.4751 0.7914
C -0.1397 -2.7809 2.8788
C -0.9312 -3.8001 2.0848
C -0.6839 -3.9001 0.6060
C -0.5973 -5.1584 0.0217
C -0.5062 -5.2675 -1.3533
C -0.5166 -4.1062 -2.1060
C -0.5589 -2.8949 -1.4433
N -0.6257 -2.7785 -0.1162
N -0.5984 -1.3620 2.7848
C -2.0586 -1.2592 3.0156
C -2.8485 -1.2904 1.7379
C -4.1557 -1.7388 1.7028
C -4.8664 -1.6513 0.5152
C -4.2366 -1.1190 -0.5951
C -2.9216 -0.7051 -0.4825
N -2.2335 -0.7874 0.6604
C 0.0993 -0.6209 3.8611
C 1.3499 0.0330 3.3741
C 2.4446 0.3101 4.1711
C 3.4213 1.1548 3.6711
C 3.2352 1.7471 2.4304
C 2.1208 1.3970 1.6902
N 1.2428 0.4980 2.1341
H 0.9149 -2.8025 2.6035
H -0.2226 -3.0694 3.9328
H -2.0045 -3.6545 2.2429
H -0.7112 -4.7701 2.5319
H -0.6135 -6.0411 0.6473
H -0.4368 -6.2388 -1.8260
H -0.4719 -4.1309 -3.1862
H -0.5183 -1.9665 -1.9859
H -2.2578 -0.2963 3.4887
H -2.4036 -2.0294 3.7113
H -4.6067 -2.1467 2.5985
H -5.8927 -1.9911 0.4635
H -4.7410 -1.0143 -1.5453
H -2.4079 -0.2856 -1.3331
H 0.2677 -1.2472 4.7394
H -0.5406 0.2067 4.1711
H 2.5135 -0.1088 5.1657
H 4.3009 1.3836 4.2580
H 3.9469 2.4635 2.0455
H 1.7492 1.1736 -0.3642
I 2.3641 -1.6598 0.3376
C 1.7149 2.0097 0.3564
C 2.6518 3.0283 -0.1357
C 2.2851 4.3075 -0.3557
C 0.9562 4.7076 -0.0694
C -0.0185 3.8331 0.3720
C -1.3193 4.3074 0.6856
C -2.2415 3.4262 1.1645
C -1.9185 2.0577 1.2578
C -0.6746 1.5335 0.9218
C 0.2923 2.4554 0.5266
H 3.6684 2.7098 -0.3431
H 2.9971 5.0289 -0.7338
H 0.6801 5.7495 -0.2029
H -1.5546 5.3561 0.5525
H -3.2358 3.7647 1.4252
H -2.7189 1.3943 1.5720
C 2.8893 2.8572 -3.7666
C 1.4106 2.6710 -3.5295
O 1.2426 1.6289 -2.5424
P -0.1692 0.8568 -2.3950
O 0.0638 0.0096 -1.1457
Te -2.0032 2.2899 -2.5652
O -0.1949 -0.1311 -3.6555
C 0.9438 -0.9825 -3.9506
C 1.5996 -0.5362 -5.2359
H 3.0450 3.6527 -4.4968
H 3.3449 1.9440 -4.1495
H 3.4039 3.1333 -2.8431
H 0.8908 2.3907 -4.4464
H 0.9383 3.5790 -3.1516
H 0.5490 -1.9906 -4.0597
H 1.6433 -0.9806 -3.1114
H 0.8885 -0.5703 -6.0613
H 2.4395 -1.1924 -5.4711
H 1.9764 0.4824 -5.1482

77
Properties=species:S:1:pos:R:3 method="wB97M-V/def2-TZVPD" e_above_lowest_kj_mol=32.02 e_homo_ev=-3.2 gap_ev=5.25 total_charge=-1 fmax_ev_per_a=0.87 total_energy_ev=-164269.6414 spin_multiplicity=1
Ba -0.0576 -0.9032 -1.6610
O -2.2985 -0.6195 -0.5543
C -2.8226 -1.7323 -0.1257
C -3.9464 -2.2930 -0.7845
C -4.5055 -3.4855 -0.3834
C -3.9752 -4.1889 0.7002
C -2.8855 -3.6653 1.3639
C -2.2947 -2.4559 0.9844
C -1.1535 -1.9457 1.7517
N -0.7108 -2.5499 2.7769
C 0.4443 -2.0121 3.4578
C 1.7140 -2.7433 3.0054
N 2.2621 -2.0655 1.8481
C 2.3883 -2.6475 0.7266
C 2.0923 -4.0327 0.3080
C 2.5622 -5.1598 0.9704
C 2.3148 -6.4343 0.4825
C 1.5830 -6.5709 -0.6943
C 1.1157 -5.4644 -1.3770
C 1.3549 -4.1585 -0.9017
O 0.9242 -3.0964 -1.5152
H -4.3514 -1.7378 -1.6232
H -5.3613 -3.8822 -0.9187
H -4.4076 -5.1309 1.0118
H -2.4513 -4.1887 2.2063
H -0.6900 -1.0006 1.4300
H 0.3025 -2.1683 4.5299
H 0.5852 -0.9372 3.2740
H 1.4609 -3.7950 2.8419
H 2.4628 -2.6837 3.8004
H 2.7507 -2.0062 -0.0809
H 3.1507 -5.0357 1.8729
H 2.6880 -7.3055 1.0050
H 1.3781 -7.5616 -1.0851
H 0.5486 -5.5731 -2.2939
C 0.1729 2.3904 2.7728
As -0.5308 1.9879 0.9861
C -2.4273 1.8249 1.4796
C -0.5978 3.8210 0.2444
C -0.2991 4.9231 1.0439
C -0.3152 6.2152 0.5403
C -0.6433 6.4324 -0.7883
C -0.9444 5.3479 -1.5979
C -0.9211 4.0474 -1.1032
As -1.2776 2.5301 -2.2829
C -0.8521 3.3240 -4.0269
C -3.2299 2.6699 -2.3808
H -0.4269 3.1117 3.3277
H 1.2014 2.7382 2.6801
H 0.1842 1.4484 3.3221
H -2.8758 2.7823 1.7439
H -2.4938 1.1445 2.3303
H -2.9452 1.3556 0.6450
H -0.0347 4.7808 2.0830
H -0.0666 7.0485 1.1862
H -0.6568 7.4354 -1.1963
H -1.1902 5.5290 -2.6370
H -1.5010 4.1603 -4.2867
H -0.9625 2.5443 -4.7803
H 0.1881 3.6487 -4.0242
H -3.5547 3.6888 -2.5928
H -3.6488 2.3370 -1.4327
H -3.5841 1.9998 -3.1646
C 2.1543 0.6745 -3.1095
C 2.6817 1.1195 -1.8591
C 3.6062 0.3674 -1.0879
C 4.0284 0.7781 0.1628
C 3.5940 1.9811 0.7139
C 2.7156 2.7601 -0.0314
C 2.2597 2.3392 -1.2679
H 2.7345 -0.0674 -3.6537
H 1.6989 1.4306 -3.7467
H 3.9837 -0.5646 -1.4977
H 4.7115 0.1460 0.7190
H 3.9340 2.2991 1.6915
H 2.3711 3.7158 0.3531
H 1.5877 2.9843 -1.8263